DFT (ωB97M-V/def2-TZVPD) results for a molecular structure, C16H11F3IrN3O7S2 in a non-equilibrium geometry.

## Properties
maximum force: 4.25 eV Å⁻¹
energy relative to the best compared isomer or geometry (same formula, charge and spin): 77.9 kcal per mole
electronic energy: -68234.7646 eV

Structure (ORCA input):
```
! wB97M-V def2-TZVPD RIJCOSX def2/J DEFGRID3
* xyz 0 1
Ir -0.33 0.31 -0.20
S -1.64 2.54 0.93
S 1.89 0.06 -4.24
F -1.95 4.91 -0.26
F -2.99 3.31 -1.23
F -3.77 4.13 0.60
O -1.67 2.97 2.29
O -2.51 -3.05 4.23
O -1.10 -1.88 0.13
O -1.96 -3.20 1.69
O -2.29 1.26 0.65
O -0.32 2.59 0.29
O -1.91 -1.65 5.85
N 2.16 -0.05 -0.26
N -0.47 -0.05 4.15
N -0.09 -0.17 2.01
C 0.23 -0.03 -2.23
C 4.88 -0.13 -0.80
C 3.97 -0.08 -1.83
C 0.20 0.00 -4.55
C -0.55 -0.05 -3.41
C 2.61 -0.04 -1.53
C 4.41 -0.15 0.51
C -1.90 -2.00 4.69
C 1.59 -0.01 -2.53
C 0.14 0.53 3.11
C -1.14 -1.16 3.71
C -2.65 3.80 -0.04
C 0.95 1.76 3.22
C 3.04 -0.12 0.73
C -0.89 -1.22 2.36
C -1.37 -2.19 1.31
H -2.37 -3.21 3.23
H 2.64 -0.15 1.73
H -1.62 -0.10 -3.43
H 4.28 -0.06 -2.87
H -0.50 0.26 5.12
H -0.14 0.00 -5.57
H 1.41 2.00 2.27
H 5.08 -0.19 1.35
H 0.29 2.59 3.49
H 1.71 1.66 4.00
H 5.94 -0.16 -1.00
*
```

***

DFT (ωB97M-V/def2-TZVPD) results for a molecular structure, C16H11FeN3O4 in a non-equilibrium geometry.

## Properties
maximum force: 6.62 eV Å⁻¹
energy relative to the best compared isomer or geometry (same formula, charge and spin): 0.0 kcal per mole
electronic energy: -63778.9907 eV

Structure (ORCA input):
```
! wB97M-V def2-TZVPD RIJCOSX def2/J DEFGRID3
* xyz 3 6
Fe 0.66 -1.72 -0.97
O 3.47 -1.26 -2.03
O 0.17 -4.09 0.80
O 1.76 -3.99 -2.67
O 2.67 -1.58 1.21
N -1.42 1.54 0.17
N -0.45 -0.23 -0.70
N -2.64 7.72 2.64
C -2.45 0.70 -0.30
C 1.94 -1.64 0.29
C 1.43 -3.14 -1.91
C 0.39 -3.17 0.09
C 2.86 -6.04 -2.19
C 3.65 -5.85 -1.13
C -2.85 3.05 1.42
C -3.07 4.29 2.02
C -1.84 -0.39 -0.85
C -1.60 2.74 0.89
C -0.22 0.99 -0.19
C -0.76 4.91 1.59
C -0.53 3.64 1.05
C 2.42 -1.54 -1.53
C -2.37 6.60 2.40
C -2.05 5.25 2.02
H 0.47 3.37 0.69
H -3.66 2.33 1.33
H -4.05 4.53 2.44
H -3.48 0.97 -0.18
H 0.04 5.65 1.65
H 0.73 1.50 -0.02
H 1.92 -6.61 -2.11
H -2.29 -1.25 -1.31
H 3.38 -6.24 -0.15
H 3.15 -5.73 -3.20
H 4.59 -5.30 -1.24
*
```

***

DFT (ωB97M-V/def2-TZVPD) results for a molecular structure, C16H11LuN3O4 in a non-equilibrium geometry.

## Properties
maximum force: 7.63 eV Å⁻¹
electronic energy: -63017.2973 eV

Structure (ORCA input):
```
! wB97M-V def2-TZVPD RIJCOSX def2/J DEFGRID3
* xyz 3 1
Lu 0.75 -1.67 -2.40
O -2.40 -0.34 -2.85
O -1.62 -1.21 0.45
O 0.84 -3.55 0.50
O -1.83 -3.98 -1.77
N -1.84 3.74 6.78
N 1.10 0.31 -1.03
N 0.65 1.57 0.75
C -0.72 -1.25 -0.28
C -1.01 -3.32 -2.22
C 0.37 -4.21 -4.97
C 0.24 1.94 2.08
C -0.44 3.15 2.17
C -1.36 -0.80 -2.63
C 0.98 -3.07 -0.55
C 0.85 0.30 0.30
C 0.85 2.42 -0.35
C 0.27 1.10 3.22
C 1.15 1.65 -1.44
C -1.42 3.28 5.79
C -0.96 3.61 3.39
C -0.87 2.81 4.54
C -0.24 1.55 4.46
C 1.33 -3.31 -5.14
H 1.15 -0.42 1.06
H -0.61 -4.09 -5.43
H 0.70 0.10 3.16
H -1.44 4.59 3.45
H 0.85 3.49 -0.23
H 1.18 -2.44 -5.77
H 1.38 1.97 -2.45
H -0.61 3.77 1.30
H 0.53 -5.15 -4.46
H 2.34 -3.48 -4.80
H -0.17 0.94 5.36
*
```

***

DFT (ωB97M-V/def2-TZVPD) results for a molecular structure, C16H12BaCl2N5O7S2 in a non-equilibrium geometry.

## Properties
maximum force: 2.96 eV Å⁻¹
energy relative to the best compared isomer or geometry (same formula, charge and spin): 14.9 kcal per mole
electronic energy: -85978.7777 eV

Structure (ORCA input):
```
! wB97M-V def2-TZVPD RIJCOSX def2/J DEFGRID3
* xyz -1 1
Ba -0.48 0.47 2.12
Cl 2.83 0.49 1.96
Cl 2.00 2.08 4.36
S 3.01 -2.85 4.09
S 0.52 -1.38 4.72
O -0.47 4.30 -5.12
O 0.02 -0.38 -4.42
O -0.93 5.59 -3.45
O 0.88 -1.08 -2.57
O 0.27 2.75 1.48
O 0.11 0.32 -0.33
O -1.87 2.26 1.15
N 0.32 -0.23 -3.24
N -2.35 -0.99 0.67
N -0.64 4.51 -3.93
N -0.02 -2.11 1.80
N 1.14 -2.71 2.33
C -0.15 2.14 -3.50
C -0.72 2.62 0.72
C 1.41 -2.30 3.55
C -0.46 3.37 -2.99
C 0.04 1.09 -2.62
C -3.34 -0.40 0.01
C -1.72 -2.04 0.09
C -2.10 -2.51 -1.16
C -3.77 -0.80 -1.24
C -0.49 2.54 -0.77
C -3.13 -1.88 -1.83
C 3.72 -3.61 2.64
C 3.17 0.94 3.65
C -0.08 1.22 -1.21
C -0.65 3.59 -1.62
C -0.55 -2.68 0.80
H 3.06 -4.36 2.22
H -1.56 -3.33 -1.61
H 4.64 -4.09 2.98
H -4.57 -0.28 -1.74
H 3.14 0.02 4.24
H 4.14 1.42 3.65
H -0.93 4.57 -1.27
H -3.80 0.45 0.51
H 3.96 -2.89 1.86
H -0.14 -3.62 0.42
H -3.41 -2.22 -2.82
H -0.06 1.98 -4.57
*
```

***

DFT (ωB97M-V/def2-TZVPD) results for a molecular structure, C16H12BrMnNO3S4Sb in a non-equilibrium geometry.

## Properties
maximum force: 1.59 eV Å⁻¹
energy relative to the best compared isomer or geometry (same formula, charge and spin): 0.0 kcal per mole
electronic energy: -175664.2634 eV

Structure (ORCA input):
```
! wB97M-V def2-TZVPD RIJCOSX def2/J DEFGRID3
* xyz -2 5
Sb 1.32 -3.24 -4.04
Br -0.29 3.28 -3.39
Mn -0.02 -0.07 -1.85
S -1.84 -1.31 -2.42
S 2.31 -4.88 -2.73
S 3.00 -2.57 -5.49
S -1.00 -0.33 -3.96
O -0.90 4.86 1.48
O 1.67 -1.33 -2.44
O 1.74 0.88 -2.49
N -1.27 1.76 -1.27
C -1.01 -3.33 2.90
C 1.58 0.65 2.02
C -1.78 1.67 -0.03
C -1.05 3.85 0.60
C 1.10 -0.27 2.91
C -0.82 -2.52 0.64
C -0.75 2.95 -1.57
C 0.27 -1.32 2.45
C -1.28 -3.45 1.53
C 2.08 -0.25 -2.95
C -1.69 2.66 0.92
C 0.37 -0.39 0.14
C 1.20 0.59 0.66
C -0.23 -2.30 3.35
C -0.06 -1.40 1.06
C -0.58 4.00 -0.69
H 2.76 -0.30 -3.81
H -2.27 0.73 0.18
H -0.11 4.92 -1.01
H 0.02 -2.20 4.40
H -1.39 -4.06 3.60
H -2.10 2.50 1.91
H -1.01 -2.64 -0.42
H -1.30 4.59 2.32
H 2.24 1.44 2.35
H 1.58 1.37 0.01
H 1.36 -0.22 3.96
H -1.86 -4.30 1.17
*
```

***

DFT (ωB97M-V/def2-TZVPD) results for C16H12BrN3S in the gas phase in a non-equilibrium geometry.

## Properties
maximum force: 8.63 eV Å⁻¹
SMILES string: [H]/N=c1/c2ccsc2nc2n1CC/C2=C\c1ccccc1Br
energy relative to the best compared isomer or geometry (same formula, charge and spin): 49.8 kcal per mole
electronic energy: -102132.1989 eV

Structure (ORCA input):
```
! wB97M-V def2-TZVPD RIJCOSX def2/J DEFGRID3
* xyz 0 1
Br -4.07 -0.29 -0.15
S 0.67 -0.08 4.90
N 1.79 -0.82 0.62
N 0.48 0.53 2.13
N 3.30 -2.28 1.36
C 1.85 -1.34 5.19
C -2.38 2.47 -3.51
C 2.71 -1.67 4.09
C 0.99 -0.09 -1.51
C -1.50 2.09 -2.54
C -1.95 1.20 -1.45
C 1.67 -1.23 -0.74
C -3.27 0.77 -1.49
C 0.15 0.39 -0.38
C 2.19 -0.93 2.95
C 0.79 0.09 0.92
C 2.43 -1.30 1.65
C -3.61 1.79 -3.64
C -4.07 0.91 -2.59
C -1.08 0.98 -0.28
C 1.23 0.00 3.21
H -4.05 1.89 -4.56
H 1.65 0.56 -1.88
H 3.46 -2.41 4.16
H 2.65 -1.49 -1.18
H -5.00 0.31 -2.63
H 1.28 -2.25 -0.79
H 0.36 -0.48 -2.37
H 3.47 -2.36 0.34
H -2.17 3.16 -4.26
H 1.98 -1.74 6.18
H -0.48 2.58 -2.46
H -1.46 1.03 0.71
*
```

***

DFT (ωB97M-V/def2-TZVPD) results for a molecular structure, C16H12F9IN2O5S2V.

## Properties
maximum force: 1.00 eV Å⁻¹
energy relative to the best compared isomer or geometry (same formula, charge and spin): 7.7 kcal per mole
electronic energy: -109889.3746 eV

Structure (ORCA input):
```
! wB97M-V def2-TZVPD RIJCOSX def2/J DEFGRID3
* xyz 3 1
I 2.51 1.65 0.34
V 0.67 0.13 -0.25
S 1.13 -0.84 -3.56
S 2.14 -1.96 -1.00
F -4.34 -1.55 4.10
F 3.56 0.10 -3.66
F 0.03 -3.51 -1.28
F 2.03 1.58 -3.25
F 1.86 -4.32 -2.12
F 2.23 0.76 -5.25
F -3.11 -3.34 4.17
F 1.58 -4.28 0.02
F -2.69 -1.69 5.51
O 3.52 -2.02 -1.26
O 1.65 -2.11 -3.89
O -0.18 -0.38 -3.84
O -0.47 1.32 -0.75
O 1.65 -1.44 0.36
N 1.25 -0.80 -1.78
N -0.53 -0.43 1.27
C -1.95 2.83 -1.82
C -3.10 -2.01 4.29
C -0.95 -0.87 3.57
C -1.03 3.25 0.54
C -1.72 -0.98 0.94
C -2.91 2.35 -3.99
C -2.12 1.96 -2.95
C -2.61 4.11 -1.81
C -1.19 2.49 -0.72
C 1.31 -3.72 -1.12
C -2.56 -1.49 1.89
C -2.18 -1.43 3.23
C 2.36 0.51 -3.98
C -3.53 3.62 -3.96
C -3.38 4.49 -2.87
C -0.14 -0.38 2.56
H -2.49 4.77 -0.96
H -3.06 1.71 -4.84
H 0.83 0.04 2.77
H -0.43 4.14 0.36
H -0.54 2.65 1.30
H -2.00 3.56 0.92
H -4.14 3.92 -4.79
H -3.87 5.45 -2.88
H -1.65 0.99 -2.96
H -3.51 -1.92 1.60
H -0.63 -0.81 4.60
H -1.97 -0.99 -0.12
*
```

***

DFT (ωB97M-V/def2-TZVPD) results for a molecular structure, C16H13AlN4O2S in a non-equilibrium geometry.

## Properties
maximum force: 1.59 eV Å⁻¹
energy relative to the best compared isomer or geometry (same formula, charge and spin): 0.0 kcal per mole
electronic energy: -44278.5234 eV

Structure (ORCA input):
```
! wB97M-V def2-TZVPD RIJCOSX def2/J DEFGRID3
* xyz 2 1
S -1.04 2.82 -3.35
Al 0.14 -0.43 -0.54
O 1.86 -0.28 -0.44
O 4.21 -0.10 -1.40
N 1.60 -1.12 1.67
N -0.20 0.98 -1.80
N 0.36 -1.17 1.24
N -1.56 -1.40 -0.41
C -3.87 -2.85 0.17
C 4.35 -1.08 2.13
C -0.65 -1.79 1.76
C 3.81 -0.70 0.88
C 6.04 -0.79 -0.06
C 4.69 -0.51 -0.22
C 5.68 -1.35 2.26
C 6.53 -1.24 1.15
C 0.61 2.36 -3.43
C -2.91 -2.64 1.15
C -1.29 1.67 -2.13
C -2.50 -1.62 -1.35
C -3.65 -2.34 -1.11
C 2.40 -0.66 0.71
C -1.76 -1.93 0.84
C 0.88 1.38 -2.54
H 7.57 -1.50 1.24
H -4.35 -2.52 -1.91
H 3.67 -1.16 2.97
H 6.70 -0.69 -0.91
H -0.64 -2.28 2.72
H -3.04 -3.02 2.15
H 1.84 0.92 -2.37
H -2.24 1.53 -1.65
H 6.08 -1.69 3.20
H -4.76 -3.41 0.39
H 1.29 2.83 -4.11
H 4.91 -0.07 -2.06
H -2.30 -1.21 -2.33
*
```